Molecular formula: C42H40BrFO10S
Method: DFT, ωB97M-V with the def2-TZVPD basis set

Geometry (Å):
C 4.232 0.868 -2.190
C 5.054 -0.340 -2.901
C 4.332 -0.880 -4.236
O 4.038 -0.052 -5.138
O 4.081 -2.276 -4.320
C 2.664 -2.594 -4.468
C 2.087 -3.427 -3.204
C 1.982 -2.350 -1.987
O 1.687 -3.080 -0.777
C 2.487 -2.603 0.320
C 1.516 -2.329 1.559
C 0.583 -1.015 1.348
O -0.655 -1.083 1.311
Br 1.589 0.722 1.197
C 3.701 -3.648 0.668
C 3.498 -4.414 2.064
O 5.010 -3.131 0.396
C 5.695 -2.491 1.457
O 6.433 -3.384 2.341
S 4.761 -1.246 2.460
C 6.877 -1.625 0.725
C 7.861 -0.919 1.769
F 7.709 -2.482 -0.121
H 4.173 1.783 -2.889
H 4.761 1.136 -1.199
H 3.181 0.511 -1.884
H 6.122 0.014 -3.082
H 5.096 -1.222 -2.153
H 2.078 -1.613 -4.577
H 2.499 -3.259 -5.398
H 1.049 -3.865 -3.391
H 2.838 -4.233 -2.863
H 2.985 -1.803 -1.976
H 1.173 -1.588 -2.282
H 3.027 -1.606 0.091
H 0.767 -3.184 1.725
H 2.069 -2.142 2.552
H 3.536 -4.478 -0.126
H 4.272 -5.271 2.111
H 2.473 -4.943 2.007
H 3.564 -3.760 2.991
H 7.086 -3.900 1.821
H 4.773 -0.099 1.684
H 6.399 -0.874 -0.012
H 8.943 -1.275 1.608
H 7.608 -1.148 2.859
H 7.870 0.207 1.542
O -6.039 2.281 5.418
C -5.842 1.285 4.742
C -6.770 0.133 4.813
C -7.889 0.199 5.645
C -8.786 -0.862 5.688
C -8.572 -1.991 4.900
C -7.449 -2.067 4.083
C -6.543 -1.007 4.042
C -5.341 -1.105 3.182
O -5.114 -2.123 2.551
C -4.424 0.054 3.096
C -3.307 -0.012 2.261
C -2.458 1.085 2.147
C -2.723 2.249 2.866
C -3.827 2.312 3.710
C -4.678 1.213 3.831
H -8.064 1.077 6.257
H -9.658 -0.808 6.332
H -9.279 -2.814 4.925
H -7.285 -2.951 3.475
H -3.099 -0.914 1.695
H -1.593 1.034 1.496
H -2.066 3.107 2.770
H -4.025 3.221 4.269
O -1.318 2.214 -0.880
C -1.681 2.867 -1.846
C -2.913 3.685 -1.769
C -3.643 3.722 -0.580
C -4.778 4.519 -0.485
C -5.188 5.282 -1.576
C -4.474 5.235 -2.768
C -3.338 4.431 -2.869
C -2.595 4.373 -4.147
O -2.997 4.981 -5.124
C -1.354 3.570 -4.220
C -0.627 3.536 -5.410
C 0.556 2.812 -5.482
C 1.019 2.120 -4.365
C 0.291 2.140 -3.180
C -0.901 2.862 -3.105
H -3.325 3.134 0.275
H -5.341 4.549 0.442
H -6.067 5.914 -1.497
H -4.801 5.828 -3.615
H -0.981 4.077 -6.282
H 1.122 2.789 -6.408
H 1.947 1.563 -4.421
H 0.656 1.595 -2.314

spin multiplicity: 1
F_max: 5.405 eV/A
net charge: 0
structure (SMILES): CCC(=O)OCCCO[C@@H](CC(=O)Br)[C@H](C)O[C@](O)(S)[C@@H](C)F.O=C1c2ccccc2C(=O)c2ccccc21.O=C1c2ccccc2C(=O)c2ccccc21
lowest unoccupied orbital energy: -1.00 eV
Kohn-Sham gap: 0.3130 Eh

Molecular formula: C3H9NO2
Method: DFT, ωB97M-V with the def2-TZVPD basis set

Geometry (Å):
N -1.618 -2.230 0.155
O -1.303 -1.863 -1.105
H -2.153 -1.459 0.663
H -0.685 -2.111 0.642
H -1.991 -3.166 0.213
C 1.740 1.626 0.214
C 0.625 1.082 -0.704
C -0.419 0.346 0.173
O -0.230 -0.175 1.247
H 1.425 2.605 0.757
H 2.732 1.853 -0.289
H 2.107 0.814 1.020
H 1.072 0.432 -1.407
H 0.074 1.862 -1.201
H -1.377 0.384 -0.377

relative energy (zero: lowest compared OMol25 entry of this formula, charge and spin): 440.8 kJ/mol
spin multiplicity: 1
F_max: 3.559 eV/A
net charge: 0
structure (SMILES): [NH3+][O-].CCC=O
lowest unoccupied orbital energy: 0.70 eV
Kohn-Sham gap: 0.3445 Eh

Molecular formula: H4IN11P2
Method: DFT, ωB97M-V with the def2-TZVPD basis set

Geometry (Å):
N -0.742 -4.320 -0.184
N -1.690 1.166 1.304
N -0.559 -3.182 0.217
N -1.794 2.481 1.481
N -1.105 -2.176 0.271
N 2.204 -0.252 -0.723
N 3.045 0.427 -1.227
N -1.501 -1.114 0.678
N -2.191 3.137 0.500
N 1.301 -0.903 -0.585
N 4.026 1.073 -0.573
P -2.544 4.355 -0.291
P -1.568 0.418 -0.170
I -3.917 0.234 -0.885
H 0.201 -4.906 -0.287
H -1.680 0.437 2.073
H 4.822 1.144 -1.366
H 3.692 1.981 -0.233

relative energy (zero: lowest compared OMol25 entry of this formula, charge and spin): 185.4 kJ/mol
spin multiplicity: 1
F_max: 4.842 eV/A
net charge: 0
lowest unoccupied orbital energy: -0.78 eV
Kohn-Sham gap: 0.2417 Eh

Molecular formula: C24H29CrN3O7S
Method: DFT, ωB97M-V with the def2-TZVPD basis set

Geometry (Å):
Cr -0.740 -0.983 -0.876
C 2.169 -2.429 -0.384
O 0.794 -2.259 -0.008
C 0.626 -2.141 1.421
C -0.782 -2.588 1.692
O -1.537 -2.064 0.595
C -2.903 -2.536 0.504
C -2.962 -3.975 0.033
O -2.116 -4.063 -1.072
C -2.105 -5.333 -1.700
H 2.557 -3.309 0.126
H 2.754 -1.549 -0.111
H 2.214 -2.589 -1.455
H 0.789 -1.107 1.732
H 1.335 -2.786 1.940
H -1.160 -2.186 2.628
H -0.873 -3.676 1.664
H -3.391 -1.879 -0.217
H -3.373 -2.389 1.478
H -4.007 -4.192 -0.231
H -2.679 -4.684 0.824
H -3.118 -5.643 -1.973
H -1.664 -6.091 -1.045
H -1.504 -5.227 -2.600
O 0.214 -3.156 -3.958
C 0.149 -2.194 -3.242
O -0.855 -1.836 -2.488
C 1.253 -1.184 -3.064
C 2.309 -1.065 -3.946
C 3.258 -0.085 -3.689
C 3.111 0.717 -2.565
C 2.022 0.509 -1.731
N 1.110 -0.425 -1.977
H 2.366 -1.726 -4.799
H 4.098 0.055 -4.355
H 3.827 1.492 -2.332
H 1.875 1.111 -0.840
C 1.940 5.254 4.590
C 1.115 4.226 3.871
C 1.706 3.092 3.315
C 0.946 2.149 2.644
C -0.422 2.340 2.519
C -1.034 3.460 3.063
C -0.262 4.393 3.735
S -1.427 1.120 1.735
O -1.462 -0.046 2.579
O -2.667 1.748 1.367
N -0.596 0.689 0.403
C -0.722 1.573 -0.662
C -0.602 2.961 -0.719
C -0.764 3.558 -1.953
C -1.018 2.796 -3.094
C -1.105 1.431 -2.960
N -0.964 0.863 -1.759
H 2.951 4.896 4.774
H 1.488 5.515 5.547
H 2.009 6.171 4.002
H 2.774 2.946 3.414
H 1.417 1.274 2.212
H -2.101 3.595 2.953
H -0.738 5.265 4.164
H -0.402 3.539 0.170
H -0.687 4.634 -2.036
H -1.148 3.259 -4.061
H -1.288 0.763 -3.792

spin multiplicity: 4
F_max: 3.505 eV/A
net charge: +1
lowest unoccupied orbital energy (spin up / spin down): -3.81 / -3.25 eV
Kohn-Sham gap (spin up / spin down): 0.2867 / 0.3086 Eh

Molecular formula: C5H7NS2
Method: DFT, ωB97M-V with the def2-TZVPD basis set

Geometry (Å):
S -3.376 -0.254 -0.242
C -1.744 -0.035 0.025
C -0.992 -1.297 0.307
C 0.213 -1.406 -0.094
C 0.998 -0.080 -0.427
S 2.843 -0.298 -0.204
C 0.458 1.254 0.125
N -1.081 1.157 -0.171
H -1.641 -2.276 0.385
H 0.667 -2.302 -0.196
H 1.152 -0.133 -1.552
H 2.745 0.138 1.154
H 0.428 1.324 1.245
H 1.007 2.150 -0.118
H -1.679 2.057 -0.237

relative energy (zero: lowest compared OMol25 entry of this formula, charge and spin): 181.4 kJ/mol
spin multiplicity: 1
F_max: 5.419 eV/A
net charge: 0
structure (SMILES): S=C1C=C[C@H](S)CN1
lowest unoccupied orbital energy: 0.17 eV
Kohn-Sham gap: 0.3110 Eh

Molecular formula: C9H14
Method: DFT, ωB97M-V with the def2-TZVPD basis set

Geometry (Å):
C -0.040 0.487 2.385
C 0.796 0.763 0.010
C -0.271 0.910 0.969
C 0.639 1.094 -1.313
C -0.627 1.481 -1.802
C -1.560 1.139 0.425
C -1.731 1.443 -0.905
H 1.717 0.386 0.445
H 1.490 0.983 -1.987
H 0.976 0.719 2.710
H -0.182 -0.600 2.535
H -0.760 1.886 -2.798
H -2.469 1.002 1.013
H -2.733 1.641 -1.285
H -0.710 1.031 3.058
C 0.395 -2.697 -0.172
C 1.888 -3.023 -0.078
H -0.178 -3.578 -0.445
H 0.097 -2.244 0.769
H 0.180 -1.922 -0.914
H 2.446 -2.201 0.376
H 2.326 -3.182 -1.064
H 2.034 -3.956 0.465

relative energy (zero: lowest compared OMol25 entry of this formula, charge and spin): 16.4 kJ/mol
spin multiplicity: 2
F_max: 0.894 eV/A
net charge: -1
lowest unoccupied orbital energy (spin up / spin down): 4.08 / 3.85 eV
Kohn-Sham gap (spin up / spin down): 0.1135 / 0.2692 Eh

Molecular formula: C16H29BBr12ClNO5P
Method: DFT, ωB97M-V with the def2-TZVPD basis set

Geometry (Å):
C 1.902 0.482 1.049
C 0.781 -0.569 1.114
C -0.617 0.016 0.875
O -1.356 -0.544 -0.211
C -0.824 -0.330 -1.493
B 0.033 -1.505 -2.151
O -0.055 -2.771 -1.689
O 0.778 -1.159 -3.241
C 2.013 -1.886 -3.448
C 3.120 -1.462 -2.487
C -0.128 0.986 -1.744
N -0.822 1.820 -2.412
P -0.362 3.485 -2.968
O -0.238 3.156 -4.539
O 1.172 3.405 -2.466
C -2.186 1.323 -2.711
C -2.045 -0.180 -2.503
C -3.368 -0.816 -2.079
C -4.105 -1.322 -3.334
C -3.658 -2.737 -3.733
Cl -5.866 -1.284 -3.048
H 2.741 0.143 1.651
H 2.224 0.690 0.030
H 1.544 1.387 1.539
H 0.984 -1.418 0.462
H 0.795 -0.960 2.130
H -1.232 -0.183 1.748
H -0.569 1.108 0.795
H -0.485 -2.792 -0.822
H 1.818 -2.953 -3.407
H 2.316 -1.671 -4.469
H 4.015 -1.200 -3.047
H 2.848 -0.589 -1.899
H 3.394 -2.288 -1.836
H 0.890 1.206 -1.448
H 0.146 2.285 -4.731
H 1.782 3.339 -3.216
H -2.830 1.764 -1.951
H -2.535 1.635 -3.690
H -1.753 -0.676 -3.431
H -3.225 -1.670 -1.424
H -4.021 -0.108 -1.576
H -3.909 -0.650 -4.166
H -3.472 -2.803 -4.802
H -2.741 -2.997 -3.206
H -4.419 -3.462 -3.469
C -0.903 -2.202 5.245
Br -2.362 -1.324 6.135
Br -1.403 -2.784 3.481
Br 0.675 -1.099 5.209
H -0.658 -3.085 5.816
C -4.328 -4.833 1.247
Br -2.995 -5.182 -0.100
Br -3.803 -5.541 2.951
Br -4.738 -2.955 1.362
H -5.233 -5.340 0.946
C 2.901 2.474 5.649
Br 4.004 4.013 5.984
Br 2.140 2.518 3.879
Br 3.857 0.836 5.950
H 2.080 2.506 6.349
C 6.342 7.260 5.527
Br 6.224 8.834 6.623
Br 5.637 7.573 3.763
Br 8.134 6.570 5.460
H 5.725 6.504 5.987

spin multiplicity: 1
F_max: 1.639 eV/A
net charge: +1
lowest unoccupied orbital energy: -3.90 eV
Kohn-Sham gap: 0.2799 Eh

Molecular formula: CH14N3O4
Method: DFT, ωB97M-V with the def2-TZVPD basis set

Geometry (Å):
N -1.971 0.711 1.561
C -0.678 1.113 1.194
N 0.335 0.229 1.417
N -0.770 1.547 -0.118
H -0.412 2.024 1.809
H -2.199 -0.276 1.415
H 0.357 -0.631 0.849
H 0.572 -0.004 2.403
H -1.069 0.788 -0.717
H 0.038 1.957 -0.601
H 2.332 2.067 -1.857
H 1.931 0.677 -1.247
O 1.738 1.630 -1.236
H 1.802 -1.383 -0.835
H 3.172 -1.278 -1.532
O 2.336 -0.804 -1.429
H 0.346 -2.996 0.026
H -1.018 -1.664 -0.599
O 0.343 -2.021 -0.064
H -2.462 -1.713 -1.306
H -2.754 1.348 1.471
O -1.969 -1.321 -0.604

relative energy (zero: lowest compared OMol25 entry of this formula, charge and spin): 821.9 kJ/mol
spin multiplicity: 1
F_max: 2.664 eV/A
net charge: +1
lowest unoccupied orbital energy: -9.59 eV
Kohn-Sham gap: 0.1653 Eh

Among the records above, which one has the lowest F_max?
C9H14